The following is a quantum chemistry calculation of H30MnO16P as an isolated structure, from the OMol25 dataset.

CARTESIAN COORDINATES (ANGSTROEM)
1 O 0.4882 -3.3305 2.6985
2 H 0.4045 -2.3965 2.2538
3 H 1.4244 -3.6074 2.7145
4 H -0.1020 -4.0375 2.3800
5 O -2.7254 -2.5199 -0.7437
6 H -2.1116 -1.7135 -0.4683
7 H -2.6838 -2.6299 -1.7126
8 H -2.4846 -3.3710 -0.3340
9 O 1.4287 0.1607 -3.5776
10 H 2.2651 -0.0564 -4.0460
11 H 1.4593 -0.0686 -2.5734
12 H 0.6644 -0.2335 -4.0299
13 O -2.5166 0.9235 -2.2679
14 H -3.4949 0.8233 -2.2596
15 H -2.1816 0.5542 -3.1015
16 H -2.0529 0.5004 -1.4452
17 O 1.0561 -3.0310 -1.5979
18 H 1.0815 -3.1580 -2.5707
19 H 1.7507 -3.5751 -1.1703
20 H 1.2526 -2.0252 -1.3618
21 O 3.9257 0.0646 -0.1911
22 H 4.3804 -0.7472 0.1077
23 H 3.7899 0.6841 0.5506
24 H 3.0377 -0.1145 -0.6722
25 Mn 0.8553 0.5547 2.6285
26 P 0.2311 -0.1740 0.1032
27 O 0.3710 1.2238 0.7036
28 O -1.1858 -0.4619 -0.4691
29 O 0.4032 -1.0215 1.4323
30 O 1.4024 -0.4870 -0.9430
31 O 0.5652 2.4764 3.4272
32 H 0.9108 2.7408 4.2973
33 H 0.1446 3.2772 3.0784
34 O 1.7782 3.3014 -0.1486
35 H 1.2715 2.5329 0.1506
36 H 1.7525 3.9562 0.5573
37 O -1.6053 2.6671 -0.5072
38 H -1.8064 3.4175 0.0652
39 H -1.0655 2.0437 -0.0058
40 O 0.0023 2.2712 -2.6081
41 H 0.7627 2.5083 -2.0611
42 H -0.7675 2.4301 -2.0292
43 O -3.3782 0.3659 0.8977
44 H -3.5343 -0.2595 1.6139
45 H -2.4576 0.2663 0.6216
46 O -0.6006 -0.1408 3.9696
47 H -1.5153 -0.3174 3.7094
48 H -0.5901 -0.2667 4.9346

Atomic forces in eV per Å
O 0.401 0.706 -0.063
H -0.308 -0.236 -0.436
H -0.064 -0.433 0.355
H -0.046 -0.136 0.208
O 0.467 0.317 -0.094
H 0.034 -0.034 -0.082
H -0.469 -0.168 -0.056
H -0.355 -0.093 0.139
O 0.731 -0.584 0.655
H -0.051 0.267 -0.274
H -0.372 0.596 -0.495
H -0.081 0.374 -0.364
O -0.375 -0.702 0.229
H -0.093 0.422 0.257
H 0.065 0.329 -0.232
H -0.261 0.364 -0.644
O 0.413 0.486 0.059
H 0.095 -0.480 0.027
H -0.037 -0.423 -0.347
H -0.133 0.537 0.208
O -0.532 -0.125 -0.323
H 0.358 0.087 -0.088
H 0.388 0.428 -0.147
H 0.150 0.070 0.668
Mn -0.663 1.462 1.117
P -0.476 -0.099 0.555
O 0.122 -0.803 -0.511
O 1.401 -0.446 -0.538
O 0.613 -1.534 -0.886
O -0.742 -1.094 0.014
O 0.466 0.036 0.298
H -0.053 0.084 0.043
H -0.047 -0.032 -0.125
O 0.289 -0.679 -0.089
H 0.051 0.772 0.069
H 0.094 0.271 -0.206
O -0.296 -0.392 0.101
H -0.137 0.092 -0.133
H -0.092 0.828 0.349
O -0.117 -1.392 0.164
H -0.038 0.684 -0.121
H 0.349 0.825 -0.103
O 0.294 -0.114 -0.217
H -0.325 0.088 0.023
H -0.430 0.081 0.528
O -0.168 -0.543 0.394
H -0.085 0.161 0.058
H 0.066 0.177 0.058

## Properties
Multiplicity: 6
Total charge: +5
ΔE to the lowest compared entry with this formula, charge and spin in kcal per mole: 0.0
LUMO (alpha / beta) in hartree: -0.587 / -0.592
Gap between HOMO and LUMO (alpha / beta) in eV: 8.123 / 7.987

The following is a quantum chemistry calculation of one molecule with the formula C8H15N2P, from the OMol25 dataset.

CARTESIAN COORDINATES (ANGSTROEM)
1 C -0.2372 -1.1997 0.1388
2 C 2.5276 0.8573 0.7339
3 C 0.4320 -0.0852 0.1070
4 C -2.8509 0.0357 -0.8157
5 C 2.4068 -0.4899 -1.3771
6 C -1.5494 -1.3596 0.8449
7 C -2.7386 -1.3155 -0.1203
8 C 1.6878 0.4794 -0.4370
9 N 2.3090 1.9556 1.3444
10 N -0.3639 1.4291 1.5989
11 P 0.4399 2.7114 1.3566
12 H 0.1186 -2.0819 -0.3949
13 H 3.2516 0.1284 1.0946
14 H -3.8067 0.1258 -1.3274
15 H -2.7671 0.8366 -0.0859
16 H -2.0545 0.1621 -1.5456
17 H 1.7513 -0.7681 -2.1978
18 H 3.2985 -0.0196 -1.7860
19 H 2.6977 -1.3909 -0.8415
20 H -1.6430 -0.5452 1.5631
21 H -1.5528 -2.3154 1.3751
22 H -3.6482 -1.5023 0.4550
23 H -2.6464 -2.1112 -0.8646
24 H 1.4246 1.4033 -0.9778
25 H 2.8319 2.1270 2.1992
26 H 0.6818 2.9328 -0.0400

Atomic forces in eV per Å
C -0.246 -0.394 0.029
C 0.011 0.338 0.204
C -1.061 2.486 2.329
C -0.097 -0.182 0.029
C -0.022 0.171 0.098
C -0.189 -0.078 0.063
C 0.097 0.124 0.007
C -0.235 -0.061 -0.292
N 0.490 -0.319 0.182
N -0.045 -3.721 -1.844
P 0.599 1.804 -0.195
H 0.200 0.054 -0.131
H 0.143 0.060 0.015
H -0.055 0.039 -0.107
H 0.022 0.147 0.047
H 0.060 0.092 -0.065
H -0.023 -0.032 -0.047
H 0.084 -0.023 -0.081
H 0.030 -0.123 0.008
H 0.046 -0.074 0.026
H 0.023 0.005 0.041
H 0.008 -0.085 -0.019
H -0.087 -0.073 0.013
H 0.068 -0.117 0.096
H 0.150 -0.157 -0.138
H 0.030 0.117 -0.267

## Properties
ΔE to the lowest compared entry with this formula, charge and spin in kcal per mole: 81.6
LUMO (alpha / beta) in hartree: 0.001 / 0.001
Gap between HOMO and LUMO (alpha / beta) in eV: 7.509 / 7.507

The following is a quantum chemistry calculation of C6H7NS2 as an isolated structure, from the OMol25 dataset.

CARTESIAN COORDINATES (ANGSTROEM)
1 C -2.7271 1.0839 -0.2246
2 C -2.2752 -0.2452 -0.3098
3 C -4.0590 0.7064 0.1104
4 C -3.6005 -0.7390 -0.0164
5 C 0.5366 0.4190 0.8547
6 C 0.1693 -0.0988 -0.5207
7 N -1.1079 -0.8353 -0.4322
8 S -5.4945 1.2675 0.4560
9 S -4.3570 -2.2146 -0.2474
10 H -2.2381 1.8787 -0.7825
11 H 0.7167 -0.3201 1.5668
12 H 1.4555 0.9608 0.7879
13 H -0.1802 1.0776 1.4127
14 H 0.0142 0.8289 -1.2425
15 H 0.9608 -0.6542 -0.9590
16 H -1.0611 -1.8645 -0.1304

Atomic forces in eV per Å
C 1.449 -0.422 -1.978
C 0.526 0.864 1.303
C 0.120 -1.220 0.185
C -1.785 -2.535 -0.722
C -0.406 1.633 0.162
C -2.136 2.919 -0.274
N 1.006 -2.598 -0.093
S -1.151 0.904 0.278
S 1.240 2.167 0.564
H -0.387 0.591 0.756
H 0.354 -1.840 0.901
H 0.675 0.567 -0.080
H 0.182 -0.365 -1.203
H 0.160 -1.927 1.359
H 0.391 -0.902 -0.289
H -0.237 2.163 -0.869

## Properties
ΔE to the lowest compared entry with this formula, charge and spin in kcal per mole: 55.1
LUMO in hartree: -0.031
Gap between HOMO and LUMO in eV: 7.376

The following is a quantum chemistry calculation of C33H42Ge2N2NiP as an isolated structure, from the OMol25 dataset.

CARTESIAN COORDINATES (ANGSTROEM)
1 Ni -0.2733 0.2017 0.2563
2 C 3.9470 -0.4747 -0.7064
3 C 2.5779 -0.2301 -0.8467
4 N 1.7558 -0.1850 0.1873
5 C 2.2579 -0.3676 1.4322
6 C 3.6236 -0.5785 1.6727
7 C 4.4716 -0.6436 0.5511
8 C 4.0823 -0.7259 3.0215
9 C 3.2108 -0.7202 4.0546
10 C 1.8039 -0.5689 3.8336
11 C 0.8492 -0.6209 4.8648
12 C -0.4817 -0.4763 4.5600
13 C -0.8574 -0.2636 3.2317
14 N 0.0184 -0.1963 2.2443
15 C 1.3321 -0.3664 2.5271
16 H 4.5698 -0.5256 -1.5880
17 H 2.1452 -0.0650 -1.8263
18 H 5.5279 -0.8367 0.6912
19 H 5.1444 -0.8473 3.1918
20 H 3.5611 -0.8325 5.0728
21 H 1.1726 -0.7925 5.8839
22 H -1.2422 -0.5224 5.3266
23 H -1.9016 -0.1420 2.9690
24 C -4.1965 1.4379 -0.1682
25 C -3.9139 0.0001 0.2657
26 P -2.3023 -0.6370 -0.3333
27 C -2.2769 -2.4305 0.1350
28 C -3.6312 -3.1087 0.3456
29 C -2.4186 -0.6072 -2.1727
30 C -3.5623 -1.4134 -2.7855
31 H -5.1409 1.7773 0.2548
32 H -4.2794 1.5128 -1.2538
33 H -3.4131 2.1166 0.1710
34 H -4.6944 -0.6681 -0.0960
35 H -3.9015 -0.0717 1.3566
36 H -1.6826 -2.5119 1.0489
37 H -1.7093 -2.9373 -0.6502
38 H -4.1648 -2.6815 1.1934
39 H -3.4741 -4.1663 0.5552
40 H -4.2667 -3.0382 -0.5345
41 H -1.4590 -0.9727 -2.5495
42 H -2.4881 0.4428 -2.4650
43 H -3.4515 -2.4783 -2.5879
44 H -3.5608 -1.2827 -3.8671
45 H -4.5328 -1.0826 -2.4154
46 C 1.8702 3.4021 3.0204
47 Ge 1.9702 3.9575 1.1295
48 C 3.6704 3.3197 0.3407
49 C 1.6554 5.8818 0.9083
50 Ge -0.1178 2.5445 0.0101
51 C -1.4011 3.6077 1.0675
52 C -1.7114 3.1846 2.3614
53 C -2.7186 3.8067 3.0803
54 C -3.4192 4.8632 2.5087
55 C -3.0967 5.3057 1.2327
56 C -2.0774 4.6954 0.5152
57 C -0.0288 3.2720 -1.8318
58 C -1.2241 3.2766 -2.5525
59 C -1.2536 3.7660 -3.8504
60 C -0.0909 4.2412 -4.4403
61 C 1.1019 4.2335 -3.7312
62 C 1.1335 3.7492 -2.4307
63 H 2.7366 3.8469 3.5159
64 H 1.9249 2.3192 3.1320
65 H 0.9650 3.7742 3.4971
66 H 4.4464 3.5876 1.0618
67 H 3.8949 3.8080 -0.6052
68 H 3.6813 2.2389 0.2029
69 H 2.5033 6.3701 1.3952
70 H 0.7359 6.1865 1.4038
71 H 1.6247 6.1826 -0.1367
72 H -1.1586 2.3633 2.8004
73 H -2.9535 3.4798 4.0855
74 H -4.2087 5.3507 3.0651
75 H -3.6337 6.1376 0.7953
76 H -1.8237 5.0509 -0.4768
77 H -2.1377 2.9118 -2.0922
78 H -2.1853 3.7830 -4.4015
79 H -0.1103 4.6199 -5.4533
80 H 2.0071 4.6055 -4.1933
81 H 2.0713 3.7455 -1.8876

Atomic forces in eV per Å
Ni 1.009 -0.287 0.386
C 0.071 -0.012 0.023
C -0.023 0.020 -0.042
N -0.230 -0.019 0.044
C 0.245 -0.006 -0.048
C -0.251 0.065 -0.140
C -0.021 0.000 -0.011
C 0.005 -0.025 0.131
C 0.178 -0.001 0.014
C -0.150 0.039 -0.245
C -0.025 0.001 -0.044
C 0.016 -0.007 0.094
C -0.023 0.020 -0.014
N 0.028 0.004 -0.142
C 0.053 -0.076 0.337
H 0.002 0.005 0.007
H -0.018 -0.011 0.007
H 0.004 0.031 -0.014
H -0.015 -0.026 0.028
H 0.010 -0.034 -0.018
H -0.018 0.031 0.008
H 0.008 -0.014 -0.007
H 0.007 0.033 -0.034
C 0.066 -0.066 -0.030
C 0.253 0.216 0.043
P -0.839 -0.507 -0.536
C 0.000 0.199 0.030
C 0.063 -0.020 -0.021
C -0.065 -0.073 0.204
C 0.057 0.066 -0.017
H 0.000 0.004 0.002
H 0.000 0.019 0.010
H -0.025 0.040 -0.004
H 0.010 -0.074 0.037
H -0.051 -0.040 -0.005
H 0.025 -0.024 -0.018
H 0.038 0.016 0.007
H -0.026 0.002 -0.009
H -0.011 0.005 0.007
H -0.036 0.005 0.009
H 0.026 0.046 0.008
H 0.067 0.034 -0.003
H -0.035 -0.009 0.022
H -0.022 0.002 0.004
H -0.018 -0.038 -0.005
C -0.119 0.023 -0.356
Ge 0.418 0.256 0.444
C -0.428 0.046 0.018
C -0.062 -0.433 -0.062
Ge -0.595 0.854 -0.277
C 0.588 -0.205 -0.314
C -0.084 0.013 0.005
C 0.029 -0.009 0.053
C 0.007 -0.010 0.016
C 0.004 0.099 -0.103
C -0.032 0.014 0.040
C 0.017 -0.148 0.565
C 0.035 0.027 0.013
C -0.075 -0.027 -0.049
C 0.050 0.018 -0.002
C 0.019 -0.015 -0.025
C -0.005 -0.038 -0.027
H 0.016 -0.001 -0.011
H 0.014 0.007 -0.013
H 0.005 0.003 -0.041
H -0.014 -0.003 0.032
H -0.023 0.003 0.015
H -0.006 0.025 0.026
H 0.000 0.018 -0.010
H -0.003 -0.041 0.012
H 0.016 -0.042 -0.012
H -0.004 -0.037 0.063
H -0.019 0.004 -0.017
H 0.002 0.000 -0.005
H -0.010 -0.006 0.024
H -0.015 0.014 0.014
H -0.036 0.044 -0.043
H 0.008 -0.016 0.002
H -0.029 0.007 0.006
H -0.003 0.002 0.009
H -0.004 0.017 -0.045

## Properties
Multiplicity: 4
Total charge: +2
ΔE to the lowest compared entry with this formula, charge and spin in kcal per mole: 10.0
LUMO (alpha / beta) in hartree: -0.219 / -0.292
Gap between HOMO and LUMO (alpha / beta) in eV: 6.940 / 6.028

The following is a quantum chemistry calculation of a 2-piece molecular cluster, C2H7NO3 overall, from the OMol25 dataset.

CARTESIAN COORDINATES (ANGSTROEM)
1 O 0.9074 -1.1845 -0.7868
2 C 1.2151 -0.6892 0.2583
3 O 2.0493 -1.3245 1.1046
4 C 0.4013 0.4520 0.9056
5 N -0.3041 1.2557 -0.0725
6 H 2.4566 -2.0185 0.5739
7 H 1.1946 1.0419 1.3617
8 H -0.3593 0.0313 1.5634
9 H -0.5406 0.7113 -0.8918
10 H 0.2038 2.0951 -0.2923
11 H -3.8804 1.0522 -1.9087
12 H -3.9780 1.1074 -0.3911
13 O -3.3688 1.1246 -1.1277

Atomic forces in eV per Å
O 0.484 0.235 -1.070
C -2.230 -0.997 1.097
O 0.476 0.821 0.069
C 1.109 0.183 -1.361
N 0.036 -0.020 0.409
H 0.070 -0.360 0.017
H -0.575 0.232 0.845
H 0.632 -0.243 0.526
H -0.007 0.205 -0.064
H 0.034 -0.036 -0.388
H -0.887 -0.123 -1.084
H -0.196 0.000 0.134
O 1.053 0.103 0.869

## Properties
SMILES string: NCC(=O)O.O
ΔE to the lowest compared entry with this formula, charge and spin in kcal per mole: 21.2
LUMO in hartree: 0.029
Gap between HOMO and LUMO in eV: 9.985

The following is a quantum chemistry calculation of an isolated ion of composition C4H10OS2 and charge +1, from the OMol25 dataset.

CARTESIAN COORDINATES (ANGSTROEM)
1 C 0.6443 0.8137 -2.0040
2 C 0.4941 2.2528 -1.5630
3 O 1.6033 2.6052 -0.7083
4 C 0.7190 -0.1439 -0.8304
5 S -0.7678 0.0983 0.2557
6 S -1.2553 -1.6880 1.0402
7 C -0.0725 -2.0459 2.3140
8 H -0.0138 0.4676 -2.8024
9 H 1.6579 0.7688 -2.4206
10 H 0.4673 2.9992 -2.3522
11 H -0.4127 2.4295 -0.9672
12 H 1.2481 2.8739 0.1426
13 H 1.6108 0.0396 -0.2338
14 H 0.7856 -1.2083 -1.0559
15 H -0.2346 -3.0908 2.5545
16 H 0.9107 -1.6914 2.0301
17 H -0.3877 -1.5108 3.2089

Atomic forces in eV per Å
C 0.734 -0.031 -0.345
C -0.086 0.929 1.161
O -0.244 -0.523 -0.204
C 0.769 -0.451 0.972
S -0.497 -0.793 -0.547
S -0.567 1.056 -0.075
C -0.042 0.175 0.182
H -0.309 0.267 0.274
H -0.031 -0.150 -0.117
H -0.031 -0.399 -0.468
H -0.200 -0.225 -0.327
H 0.178 0.190 -0.003
H -0.055 0.418 0.080
H -0.437 0.102 -0.370
H 0.636 -0.333 -0.220
H 0.331 -0.556 0.064
H -0.149 0.323 -0.057

## Properties
Multiplicity: 2
Total charge: +1
ΔE to the lowest compared entry with this formula, charge and spin in kcal per mole: 5.7
LUMO (alpha / beta) in hartree: -0.151 / -0.305
Gap between HOMO and LUMO (alpha / beta) in eV: 10.161 / 5.946